# 1
The following is a DFT calculation (the ωB97M-V functional and the def2-TZVPD basis) of a structure of composition C21H29BN5S3SiTeTl.

The geometry in XYZ format:
```
62
Properties=species:S:1:pos:R:3:lowdin_charge:R:1
Tl 0.576 -1.021 -2.119 0.669
C -2.082 0.417 1.284 -0.026
N -0.662 0.426 1.549 -0.090
C 0.055 1.529 1.956 -0.025
C 1.332 1.126 2.109 -0.048
N 1.415 -0.207 1.785 0.034
B 2.845 -0.927 1.946 -0.435
N 2.764 -2.418 1.576 -0.062
C 2.623 -3.444 2.490 -0.095
C 2.721 -4.616 1.833 -0.055
N 2.939 -4.305 0.503 -0.129
C 3.125 -5.252 -0.575 -0.044
C 2.979 -2.958 0.352 -0.782
S 3.267 -2.176 -1.125 0.528
C 0.190 -0.608 1.446 -0.602
S -0.122 -2.300 1.060 0.469
H -2.529 1.279 1.773 0.108
H -2.521 -0.484 1.699 0.055
H -2.276 0.471 0.213 0.068
H -0.406 2.495 2.057 0.132
H 2.210 1.679 2.390 0.135
H 3.125 -0.827 3.115 0.079
H 3.601 -0.355 1.219 0.066
H 2.453 -3.239 3.531 0.121
H 2.668 -5.633 2.179 0.116
H 3.220 -6.247 -0.146 0.088
H 4.024 -5.001 -1.134 0.077
H 2.278 -5.222 -1.260 0.090
C -2.163 0.585 -3.056 -0.230
Si -1.109 1.984 -2.343 0.317
C -0.644 3.109 -3.774 -0.169
C -2.260 2.976 -1.197 -0.177
N 0.254 1.270 -1.567 -0.233
C 1.271 2.076 -1.069 -0.404
C 1.084 3.428 -0.717 -0.079
C 2.105 4.193 -0.176 -0.105
C 3.365 3.653 0.042 -0.120
C 3.575 2.324 -0.306 -0.103
C 2.559 1.558 -0.848 -0.087
H -3.166 0.945 -3.297 0.031
H -2.280 -0.246 -2.351 -0.034
H -1.731 0.176 -3.973 0.018
H -1.537 3.502 -4.266 0.030
H -0.064 2.558 -4.517 0.030
H -0.041 3.958 -3.446 0.025
H -3.310 2.731 -1.375 0.025
H -2.148 4.051 -1.354 0.027
H -2.043 2.784 -0.145 -0.001
H 0.112 3.890 -0.845 0.075
H 1.907 5.228 0.080 0.097
H 4.163 4.252 0.460 0.090
H 4.544 1.864 -0.150 0.105
H 2.767 0.519 -1.079 0.020
Te -2.203 -3.154 0.037 1.017
C -3.913 -2.128 0.599 -1.033
C -4.624 -2.232 1.768 -0.237
C -5.830 -1.495 1.741 -0.176
C -6.025 -0.866 0.542 -0.398
S -4.742 -1.145 -0.540 0.951
H -4.287 -2.820 2.610 0.108
H -6.533 -1.449 2.558 0.106
H -6.867 -0.261 0.248 0.072
```

Properties
* LUMO level: -1.3 eV
* E_tot: -3040.894563 Ha
* spin multiplicity: 1
* relative energy (zero: lowest compared OMol25 entry of this formula, charge and spin): 25.20 kcal/mol
* HOMO level: -0.2485 Eh
* maximum force: 0.58 eV Å⁻¹
* molar mass: 818.580 g/mol
* Kohn-Sham gap: 0.200 Eh

---

# 2
The following is a DFT calculation (the ωB97M-V functional and the def2-TZVPD basis) of a cluster of 5 separate species, C16H23Cl12F4NO5S in total in a non-equilibrium geometry.

The geometry in XYZ format:
```
62
Properties=species:S:1:pos:R:3:lowdin_charge:R:1
C -3.375 0.499 -5.342 -0.118
C -1.873 0.706 -4.691 -0.253
O -1.114 -0.566 -4.668 -0.225
C -1.687 -1.483 -3.626 -0.169
C -0.663 -2.682 -3.180 -0.060
C -0.628 -3.011 -1.575 -0.291
O -1.984 -2.725 -1.017 -0.058
C -0.480 -4.622 -1.151 -0.190
O -0.994 -5.638 -1.849 -0.008
N 0.339 -4.724 0.153 0.074
C 0.634 -3.305 0.682 -0.208
C -0.394 -2.851 1.876 -0.178
F -0.431 -3.938 2.925 -0.106
C 0.054 -1.483 2.684 -0.178
C -1.254 -1.098 3.653 -0.118
C 0.691 -2.475 -0.730 -0.181
S 1.131 -0.656 -0.752 0.920
O -0.143 0.258 -0.607 -0.350
O 1.667 -0.356 -2.206 -0.346
C 2.528 -0.168 0.411 -0.266
F 2.081 1.068 1.134 0.010
F 2.933 -1.225 1.368 0.003
F 3.790 0.232 -0.318 0.015
H -4.182 0.177 -4.531 0.082
H -3.419 -0.281 -6.216 0.086
H -3.704 1.567 -5.754 0.086
H -1.276 1.458 -5.382 0.125
H -1.994 1.214 -3.643 0.091
H -2.049 -0.784 -2.760 0.128
H -2.633 -1.987 -4.147 0.139
H -0.890 -3.688 -3.779 0.144
H 0.432 -2.330 -3.485 0.133
H -2.650 -3.404 -1.369 0.151
H -0.281 -5.313 0.752 0.137
H 1.703 -3.458 1.133 0.161
H -1.506 -2.696 1.548 0.158
H 0.185 -0.545 1.975 0.094
H 1.026 -1.641 3.342 0.130
H -1.835 -2.059 4.016 0.087
H -1.959 -0.438 2.951 0.095
H -0.864 -0.488 4.584 0.085
H 1.575 -3.041 -1.298 0.187
Cl 0.867 4.264 -0.835 0.540
C -0.034 3.264 -1.987 -1.519
Cl -1.768 3.616 -1.893 0.545
Cl 0.564 3.522 -3.635 0.540
H 0.119 2.214 -1.725 -0.027
Cl -1.835 4.866 2.871 0.485
C -1.995 5.762 1.351 -1.539
Cl -3.645 6.381 1.164 0.519
Cl -0.822 7.089 1.284 0.506
H -1.789 5.078 0.524 -0.053
Cl 6.849 -2.567 1.331 0.520
C 6.173 -1.169 2.185 -1.551
Cl 5.731 -1.608 3.844 0.518
Cl 7.325 0.177 2.184 0.525
H 5.269 -0.849 1.661 -0.026
Cl 2.202 5.677 6.443 0.517
C 0.446 5.609 6.216 -1.529
Cl -0.082 6.852 5.068 0.501
Cl -0.046 4.000 5.660 0.494
H -0.033 5.803 7.178 0.019
```

Properties
* LUMO level: -1.4 eV
* E_tot: -7373.989941 Ha
* spin multiplicity: 1
* HOMO level: -0.3632 Eh
* maximum force: 9.82 eV Å⁻¹
* molar mass: 842.857 g/mol
* Kohn-Sham gap: 0.311 Eh
* SMILES: CCOCC[C@@]1(O)C(=O)N[C@H]([C@@H](F)CC)[C@@H]1S(=O)(=O)C(F)(F)F.ClC(Cl)Cl.ClC(Cl)Cl.ClC(Cl)Cl.ClC(Cl)Cl

---

# 3
The following is a DFT calculation (the ωB97M-V functional and the def2-TZVPD basis) of a cluster of 2 separate species, C2H3O2 in total in a non-equilibrium geometry.

The geometry in XYZ format:
```
7
Properties=species:S:1:pos:R:3:lowdin_charge:R:1
C -1.203 -0.353 0.000 0.016
O 0.531 0.635 0.000 0.076
C 1.725 0.562 0.000 -0.313
O 2.894 0.436 0.000 0.198
H -1.890 0.489 0.000 0.008
H -1.028 -0.884 -0.929 0.007
H -1.028 -0.884 0.929 0.007
```

Properties
* LUMO level (spin up / spin down): 0.5 / 0.4 eV
* E_tot: -228.401115 Ha
* spin multiplicity: 2
* relative energy (zero: lowest compared OMol25 entry of this formula, charge and spin): 10.97 kcal/mol
* HOMO level (spin up / spin down): -0.2668 / -0.4705 Eh
* maximum force: 5.41 eV Å⁻¹
* molar mass: 59.044 g/mol
* Kohn-Sham gap (spin up / spin down): 0.286 / 0.484 Eh

---

What did the first record say?
The following is a DFT calculation (the ωB97M-V functional and the def2-TZVPD basis) of a structure of composition C21H29BN5S3SiTeTl.

The geometry in XYZ format:
```
62
Properties=species:S:1:pos:R:3:lowdin_charge:R:1
Tl 0.576 -1.021 -2.119 0.669
C -2.082 0.417 1.284 -0.026
N -0.662 0.426 1.549 -0.090
C 0.055 1.529 1.956 -0.025
C 1.332 1.126 2.109 -0.048
N 1.415 -0.207 1.785 0.034
B 2.845 -0.927 1.946 -0.435
N 2.764 -2.418 1.576 -0.062
C 2.623 -3.444 2.490 -0.095
C 2.721 -4.616 1.833 -0.055
N 2.939 -4.305 0.503 -0.129
C 3.125 -5.252 -0.575 -0.044
C 2.979 -2.958 0.352 -0.782
S 3.267 -2.176 -1.125 0.528
C 0.190 -0.608 1.446 -0.602
S -0.122 -2.300 1.060 0.469
H -2.529 1.279 1.773 0.108
H -2.521 -0.484 1.699 0.055
H -2.276 0.471 0.213 0.068
H -0.406 2.495 2.057 0.132
H 2.210 1.679 2.390 0.135
H 3.125 -0.827 3.115 0.079
H 3.601 -0.355 1.219 0.066
H 2.453 -3.239 3.531 0.121
H 2.668 -5.633 2.179 0.116
H 3.220 -6.247 -0.146 0.088
H 4.024 -5.001 -1.134 0.077
H 2.278 -5.222 -1.260 0.090
C -2.163 0.585 -3.056 -0.230
Si -1.109 1.984 -2.343 0.317
C -0.644 3.109 -3.774 -0.169
C -2.260 2.976 -1.197 -0.177
N 0.254 1.270 -1.567 -0.233
C 1.271 2.076 -1.069 -0.404
C 1.084 3.428 -0.717 -0.079
C 2.105 4.193 -0.176 -0.105
C 3.365 3.653 0.042 -0.120
C 3.575 2.324 -0.306 -0.103
C 2.559 1.558 -0.848 -0.087
H -3.166 0.945 -3.297 0.031
H -2.280 -0.246 -2.351 -0.034
H -1.731 0.176 -3.973 0.018
H -1.537 3.502 -4.266 0.030
H -0.064 2.558 -4.517 0.030
H -0.041 3.958 -3.446 0.025
H -3.310 2.731 -1.375 0.025
H -2.148 4.051 -1.354 0.027
H -2.043 2.784 -0.145 -0.001
H 0.112 3.890 -0.845 0.075
H 1.907 5.228 0.080 0.097
H 4.163 4.252 0.460 0.090
H 4.544 1.864 -0.150 0.105
H 2.767 0.519 -1.079 0.020
Te -2.203 -3.154 0.037 1.017
C -3.913 -2.128 0.599 -1.033
C -4.624 -2.232 1.768 -0.237
C -5.830 -1.495 1.741 -0.176
C -6.025 -0.866 0.542 -0.398
S -4.742 -1.145 -0.540 0.951
H -4.287 -2.820 2.610 0.108
H -6.533 -1.449 2.558 0.106
H -6.867 -0.261 0.248 0.072
```

Properties
* LUMO level: -1.3 eV
* E_tot: -3040.894563 Ha
* spin multiplicity: 1
* relative energy (zero: lowest compared OMol25 entry of this formula, charge and spin): 25.20 kcal/mol
* HOMO level: -0.2485 Eh
* maximum force: 0.58 eV Å⁻¹
* molar mass: 818.580 g/mol
* Kohn-Sham gap: 0.200 Eh

---

Q: Among the records above, which one has the highest spin multiplicity?
A: C2H3O2

---

Q: Look up the molar mass of the second one.
A: 842.857 g/mol

---

Q: Which value of spin multiplicity does entry 3 give?
A: 2